1.
A structure of composition C30H27IrO7SSb. Source: the Open Molecules 2025 dataset; level of theory: ωB97M-V with the def2-TZVPD basis set.

M: 845.58 u
multiplicity: 1
frontier orbital gap: 6.720 eV
E_HOMO: -10.7 eV
total charge: +1

Last column: Löwdin charge in e.
Cartesian coordinates (Å):
O: 1.736 -7.774 0.715  0.061
H: 0.062 5.798 -0.199  0.113
C: 2.195 -5.938 -0.835  0.040
C: 1.115 -7.835 2.007  -0.094
H: 2.692 -6.549 -1.575  0.129
C: -0.594 -1.240 -2.565  -0.085
S: 1.789 2.075 -1.361  1.005
C: -2.117 -2.406 -1.149  -0.019
H: 3.810 0.788 -1.652  0.057
Ir: 0.835 0.048 -0.594  1.319
C: -2.588 -1.200 -0.625  -0.130
O: 2.491 0.612 0.600  -0.129
O: -0.048 1.462 0.572  -0.188
C: 2.213 2.057 0.436  -0.616
H: 0.353 -3.776 1.886  0.138
H: 0.264 -8.514 1.963  0.143
H: 0.162 -1.231 -3.339  0.126
H: 4.290 2.588 0.525  0.097
C: -0.984 -0.012 -1.974  -0.291
H: 1.852 -8.155 2.744  0.143
C: -1.670 3.444 -2.707  -0.163
H: 4.035 2.528 -2.042  0.057
C: -2.570 0.954 2.189  -0.135
O: 1.691 -1.757 -1.266  -0.109
C: 0.865 -4.374 1.145  0.091
C: 3.373 1.668 -2.118  -0.293
H: -2.204 2.832 -3.429  0.095
C: 0.824 2.283 1.084  -0.638
C: 3.328 2.938 0.894  -0.012
H: 0.445 6.086 -2.629  0.106
C: -0.408 5.126 -0.907  -0.079
C: 1.050 -5.718 1.293  -0.196
H: 3.167 1.467 -3.167  0.056
C: 2.025 -4.565 -1.001  0.001
C: -2.520 1.123 3.564  -0.075
C: -1.870 3.254 -1.339  -0.403
H: -2.921 2.438 5.211  0.107
C: -2.968 2.304 4.138  -0.076
H: -3.970 3.928 1.349  0.100
C: 1.376 -3.802 -0.037  -0.150
H: -2.124 0.334 4.191  0.105
C: -0.821 4.443 -3.172  -0.091
H: -1.388 3.996 0.622  0.086
H: 2.403 -4.076 -1.888  0.125
C: 1.198 -2.376 -0.263  -0.557
C: -3.076 1.964 1.377  -0.416
C: 1.698 -6.483 0.325  -0.200
O: 0.649 3.103 1.945  0.137
H: 2.452 0.350 1.535  0.158
C: -3.547 3.137 1.961  -0.152
C: -1.146 -2.433 -2.142  -0.069
H: -2.548 -3.338 -0.805  0.125
C: -1.235 4.111 -0.444  -0.136
C: -2.079 0.012 -1.057  -0.379
H: 3.145 3.953 0.542  0.111
H: -2.190 0.038 1.753  0.081
C: -3.481 3.312 3.337  -0.075
H: -0.770 0.902 -2.519  0.077
O: 0.661 -6.517 2.322  0.050
O: 0.502 -1.638 0.537  -0.091
C: -0.194 5.289 -2.270  -0.091
H: -0.682 4.582 -4.237  0.106
Sb: -3.296 1.776 -0.729  1.547
H: -0.827 -3.372 -2.571  0.123
H: -3.411 -1.223 0.080  0.107
H: -3.838 4.232 3.781  0.108
H: 3.338 2.970 1.984  0.109



2.
A structure of composition C18H14CoN3O2S. Source: the Open Molecules 2025 dataset; level of theory: ωB97M-V with the def2-TZVPD basis set.

M: 395.33 u
multiplicity: 5
frontier orbital gap (alpha / beta): 7.143 / 4.307 eV
E_HOMO (alpha / beta): -14.1 / -14.1 eV
⟨S²⟩: 6.039
total charge: +2

Last column: Mulliken spin population.
Cartesian coordinates (Å):
H: 0.607 0.515 4.744  0.002
C: -1.428 -3.155 4.271  0.245
S: -2.267 2.316 -3.300  0.004
H: -0.176 2.448 -4.540  0.000
H: 0.230 1.952 3.770  -0.001
O: -0.611 -1.599 0.570  0.302
C: 4.822 0.289 -2.987  0.000
H: -1.066 1.037 4.568  0.001
H: 3.435 -1.130 0.409  0.009
C: -1.001 -1.842 4.171  0.076
C: -0.709 -1.254 2.935  0.097
H: 5.226 0.680 -3.906  0.000
C: 3.819 -0.741 -0.522  0.002
C: 1.353 0.937 -2.448  0.005
H: -1.884 -4.964 3.202  0.005
C: 3.491 0.448 -2.638  -0.012
Co: 0.164 -0.088 -0.108  2.756
C: -2.076 1.473 -1.824  0.005
H: 2.458 1.518 -4.153  0.000
C: 2.989 -0.056 -1.415  -0.012
C: -0.612 2.075 -3.635  0.005
C: -0.110 0.958 4.053  0.000
C: -0.007 1.375 -2.622  0.018
N: -0.867 1.040 -1.595  0.031
H: 6.674 -0.542 -2.330  0.000
H: -2.901 1.326 -1.150  0.000
H: -1.369 -3.995 0.982  -0.002
C: 5.140 -0.899 -0.881  -0.003
C: -0.252 0.121 2.825  0.029
C: -0.842 -2.061 1.742  0.162
N: 1.664 0.270 -1.326  0.046
O: 0.030 0.654 1.733  0.067
N: 2.422 1.064 -3.254  0.007
H: -0.889 -1.265 5.077  0.013
C: 5.632 -0.396 -2.091  0.001
C: -1.263 -3.415 1.887  0.190
H: 5.819 -1.420 -0.223  0.000
C: -1.555 -3.939 3.120  -0.049
H: -1.661 -3.575 5.239  -0.001